The following is a DFT calculation (ωB97M-V with the def2-TZVPD basis set) of a structure of composition C27H46AsIrN2O2S2Se2Si2.

The geometry in XYZ format:
```
85
Properties=species:S:1:pos:R:3:mulliken_spin:R:1
Ir 0.510 -0.139 -0.341 0.17
C 2.200 2.714 0.433 0.02
N 0.783 2.378 0.507 0.04
C 0.023 3.129 -0.491 0.00
C -1.376 2.547 -0.667 0.00
N -1.387 1.218 -1.291 0.01
C -2.605 0.513 -0.895 0.00
C -1.274 1.289 -2.729 0.01
C -2.397 1.498 -3.518 0.00
C -2.333 1.483 -4.899 0.00
C -1.118 1.254 -5.525 0.00
C 0.013 1.076 -4.762 0.00
C -0.036 1.102 -3.366 -0.01
S 1.458 0.940 -2.504 0.02
C 0.265 2.614 1.833 0.00
C 0.395 3.861 2.425 0.00
C -0.094 4.117 3.693 0.00
C -0.732 3.102 4.392 0.00
C -0.872 1.859 3.819 0.00
C -0.386 1.587 2.532 0.00
S -0.649 -0.008 1.909 0.04
H 2.385 3.794 0.507 0.00
H 2.586 2.363 -0.525 0.00
H 2.725 2.200 1.238 -0.02
H 0.569 3.078 -1.435 0.00
H -0.085 4.187 -0.196 0.00
H -1.982 3.253 -1.260 0.00
H -1.830 2.450 0.323 0.00
H -3.510 1.124 -1.007 0.00
H -2.533 0.223 0.154 0.00
H -2.710 -0.390 -1.493 0.00
H -3.351 1.686 -3.046 0.00
H -3.234 1.639 -5.477 0.00
H -1.059 1.229 -6.605 0.00
H 0.965 0.890 -5.234 0.00
H 0.883 4.660 1.882 0.00
H 0.019 5.100 4.130 0.00
H -1.121 3.290 5.384 0.00
H -1.366 1.059 4.350 0.00
O -0.340 -4.194 0.273 0.02
C -1.297 -4.955 -0.384 0.00
C -2.101 -4.213 -1.477 0.01
C -2.767 -5.330 -2.320 0.00
O -3.610 -4.878 -3.350 0.00
C -3.240 -3.374 -0.884 0.00
Se -3.011 -2.568 0.900 0.00
C -1.191 -3.410 -2.408 0.01
Se 0.330 -2.373 -1.676 0.17
H -0.806 -3.494 0.773 -0.01
H -2.023 -5.363 0.336 0.00
H -0.756 -5.791 -0.845 0.00
H -3.325 -5.992 -1.635 0.00
H -2.006 -5.932 -2.823 0.00
H -4.255 -4.269 -2.969 0.00
H -4.125 -4.007 -0.754 0.00
H -3.502 -2.550 -1.553 0.00
H -1.781 -2.717 -3.016 0.00
H -0.688 -4.106 -3.086 0.00
C 4.968 -3.345 -0.464 0.01
Si 4.514 -1.483 -0.580 -0.02
C 6.031 -0.431 -0.023 0.01
C 4.207 -1.110 -2.423 0.00
As 2.601 -0.943 0.662 0.49
Si 3.343 -0.746 2.886 -0.02
C 4.299 0.889 3.268 0.02
C 1.899 -0.827 4.135 0.01
C 4.543 -2.184 3.333 0.01
H 5.827 -3.595 -1.079 0.00
H 4.126 -3.937 -0.810 0.00
H 5.188 -3.642 0.557 0.00
H 6.884 -0.560 -0.682 0.00
H 6.343 -0.697 0.981 0.00
H 5.770 0.624 -0.023 0.00
H 4.987 -1.499 -3.071 0.00
H 4.119 -0.042 -2.601 0.00
H 3.264 -1.562 -2.720 0.00
H 3.607 1.712 3.428 0.00
H 4.957 1.159 2.446 0.00
H 4.907 0.796 4.163 0.00
H 1.331 0.099 4.123 0.00
H 2.240 -0.995 5.153 0.00
H 1.216 -1.629 3.869 0.00
H 5.429 -2.162 2.706 0.00
H 4.051 -3.140 3.184 0.01
H 4.869 -2.135 4.368 0.00
```

## Properties
Net charge: -1
Energy relative to the best compared isomer or geometry (same formula, charge and spin) (kJ/mol): 279.1
Expectation value of S²: 0.774
LUMO energy (alpha / beta) (eV): 1.483 / 0.359
HOMO level (alpha / beta) (Eh): -0.1197 / -0.1189
Kohn-Sham gap (alpha / beta) (Eh): 0.1742 / 0.1321
2S+1: 2

=====

The following is a DFT calculation (ωB97M-V with the def2-TZVPD basis set) of a cluster of 4 separate species, C27H46BrFN4P in total.

The geometry in XYZ format:
```
80
Properties=species:S:1:pos:R:3:lowdin_charge:R:1
C 0.101 -1.359 3.735 -0.09
C -0.444 0.035 4.115 -0.24
C -1.919 0.256 3.760 -0.20
C -2.256 0.108 2.275 -0.20
C -1.776 1.294 1.429 -0.20
C -1.632 0.948 -0.049 -0.22
C -0.438 0.044 -0.374 -0.24
P 1.184 0.871 -0.417 1.05
C 2.232 -0.230 -1.401 -0.27
C 2.155 -1.667 -0.914 -0.27
N 2.352 -2.602 -1.751 0.13
C 1.756 1.007 1.308 -0.21
C 3.258 0.980 1.552 -0.39
C 3.570 0.948 3.058 0.00
F 3.783 -0.157 0.948 -0.02
C 0.912 2.479 -1.238 -0.30
C 2.067 3.159 -1.967 -0.76
C 3.368 3.278 -1.194 -0.14
Br 2.384 2.346 -3.707 0.80
H -0.594 -1.918 3.111 0.06
H 1.068 -1.292 3.235 0.05
H 0.230 -1.949 4.640 0.08
H 0.148 0.840 3.674 0.07
H -0.349 0.136 5.195 0.11
H -2.539 -0.435 4.332 0.11
H -2.189 1.271 4.063 0.12
H -1.841 -0.819 1.876 0.09
H -3.341 0.044 2.191 0.12
H -2.522 2.087 1.511 0.12
H -0.859 1.710 1.856 0.09
H -1.636 1.852 -0.659 0.10
H -2.530 0.403 -0.346 0.13
H -0.568 -0.514 -1.300 0.11
H -0.352 -0.693 0.432 0.09
H 3.265 0.106 -1.407 0.09
H 1.824 -0.194 -2.412 0.07
H 1.922 -1.859 0.136 0.11
H 2.283 -3.506 -1.287 0.07
H 1.305 0.165 1.838 0.07
H 1.361 1.918 1.758 0.11
H 3.760 1.841 1.119 0.12
H 4.064 0.007 3.282 0.10
H 2.651 0.977 3.647 0.07
H 4.173 1.795 3.365 0.09
H 0.100 2.307 -1.946 0.09
H 0.530 3.157 -0.471 0.11
H 1.727 4.167 -2.198 0.09
H 3.896 2.329 -1.133 0.06
H 3.140 3.620 -0.180 0.09
H 4.013 4.032 -1.638 0.09
N -2.374 5.058 -5.897 0.01
C -1.806 6.075 -5.182 -0.14
C -0.590 5.639 -4.729 -0.12
C -0.419 4.303 -5.190 -0.13
C -1.540 3.975 -5.907 -0.14
H -3.268 5.101 -6.349 0.15
H -2.308 7.019 -5.065 0.11
H 0.104 6.217 -4.141 0.09
H 0.429 3.662 -5.014 0.00
H -1.809 3.072 -6.427 0.11
N -2.375 -5.291 6.815 0.01
C -3.262 -4.361 6.351 -0.14
C -2.863 -3.991 5.095 -0.12
C -1.686 -4.731 4.792 -0.13
C -1.412 -5.524 5.874 -0.14
H -2.424 -5.737 7.712 0.15
H -4.101 -4.046 6.949 0.11
H -3.361 -3.276 4.462 0.08
H -1.111 -4.689 3.882 0.08
H -0.620 -6.231 6.052 0.11
N -0.029 -3.002 -4.138 -0.01
C -0.601 -2.419 -5.238 -0.15
C -1.195 -3.406 -5.975 -0.11
C -0.973 -4.634 -5.295 -0.11
C -0.251 -4.353 -4.168 -0.14
H 0.490 -2.524 -3.425 0.09
H -0.535 -1.356 -5.401 0.10
H -1.727 -3.267 -6.901 0.09
H -1.304 -5.612 -5.603 0.09
H 0.124 -4.995 -3.390 0.10
```

## Properties
Net charge: +1
LUMO energy (eV): -2.262
HOMO level (Eh): -0.3673
Kohn-Sham gap (Eh): 0.2841

=====

The following is a DFT calculation (ωB97M-V with the def2-TZVPD basis set) of a cluster of 3 separate species, C27H46BrI2NO9 in total.

The geometry in XYZ format:
```
86
Properties=species:S:1:pos:R:3:lowdin_charge:R:1
C 0.045 -7.233 3.447 -0.17
C 0.624 -6.061 2.527 -0.24
C -0.497 -5.001 2.208 -0.64
Br -1.459 -4.638 3.928 0.71
O -1.399 -5.461 1.180 -0.04
C -1.813 -4.318 0.458 -0.47
O -2.537 -3.538 1.007 0.15
N -1.327 -4.238 -0.902 -0.10
C -2.363 -4.553 -1.918 -0.14
C -3.687 -5.170 -1.342 -0.32
O -3.847 -6.371 -1.261 0.11
C -4.871 -4.267 -0.890 -0.14
C -5.551 -4.617 0.352 -0.01
C -6.647 -3.775 0.851 -0.05
C -6.985 -2.607 0.040 -0.08
C -6.315 -2.265 -1.215 -0.06
C -5.217 -3.105 -1.714 -0.02
C -0.589 -2.995 -1.172 -0.66
I 0.278 -3.196 -3.195 0.76
C -1.489 -1.654 -1.175 -0.75
C -1.150 -0.867 0.176 -0.16
I -1.054 -0.296 -2.815 0.72
H 0.636 -8.168 3.238 0.07
H -1.031 -7.444 3.238 0.06
H 0.225 -6.998 4.532 0.06
H 1.397 -5.539 3.159 0.11
H 1.100 -6.498 1.616 0.12
H 0.006 -4.061 1.853 0.11
H -2.647 -3.700 -2.586 0.09
H -1.921 -5.340 -2.595 0.12
H -5.196 -5.532 0.881 0.12
H -7.167 -4.003 1.812 0.10
H -7.791 -1.936 0.409 0.10
H -6.571 -1.361 -1.809 0.10
H -4.670 -2.887 -2.657 0.11
H 0.306 -2.931 -0.495 0.10
H -2.576 -1.916 -1.190 0.06
H -0.875 -1.632 0.954 0.07
H -2.057 -0.324 0.545 0.09
H -0.314 -0.141 0.039 0.04
C 2.917 1.169 4.822 -0.11
O 2.941 1.468 3.440 -0.21
C 3.232 2.833 3.178 -0.20
C 3.995 2.983 1.871 -0.18
O 5.367 2.599 1.952 -0.13
C 5.641 1.206 2.076 -0.18
C 5.349 0.407 0.816 -0.19
O 3.949 0.209 0.666 -0.21
C 3.552 0.109 -0.685 -0.10
H 2.072 1.667 5.307 0.09
H 2.809 0.090 4.931 0.09
H 3.857 1.468 5.299 0.09
H 3.822 3.273 3.991 0.13
H 2.276 3.367 3.102 0.13
H 4.010 4.047 1.618 0.13
H 3.493 2.474 1.048 0.11
H 5.141 0.783 2.947 0.12
H 6.715 1.140 2.268 0.13
H 5.819 -0.581 0.891 0.13
H 5.762 0.937 -0.050 0.13
H 3.886 0.983 -1.256 0.09
H 2.462 0.082 -0.714 0.08
H 3.946 -0.809 -1.134 0.09
C 0.212 3.229 -0.340 -0.10
O 0.568 4.445 -0.966 -0.20
C 1.741 4.329 -1.758 -0.19
C 1.681 5.265 -2.955 -0.17
O 0.812 4.819 -3.993 -0.13
C -0.589 4.886 -3.734 -0.18
C -1.142 6.302 -3.692 -0.20
O -0.797 6.939 -2.468 -0.21
C -0.663 8.338 -2.601 -0.11
H 0.958 2.955 0.415 0.08
H -0.755 3.368 0.145 0.09
H 0.112 2.428 -1.080 0.05
H 1.878 3.300 -2.112 0.12
H 2.596 4.604 -1.125 0.12
H 2.678 5.289 -3.405 0.13
H 1.449 6.288 -2.659 0.12
H -0.848 4.324 -2.837 0.12
H -1.061 4.371 -4.575 0.13
H -2.236 6.269 -3.752 0.13
H -0.751 6.866 -4.546 0.13
H 0.056 8.588 -3.390 0.09
H -0.282 8.732 -1.658 0.09
H -1.632 8.800 -2.818 0.09
```

## Properties
LUMO energy (eV): -0.366
HOMO level (Eh): -0.3117
Kohn-Sham gap (Eh): 0.2983